No. 1
{"formula": "C27H26ClN7O2S3SiV", "method": "the ωB97M-V functional and the def2-TZVPD basis", "charge": 1, "max_force_ha_per_bohr": 0.06937, "e_lumo_ev": [-3.38, -3.60], "e_above_lowest_ev": 1.3914, "s2": 2.013, "e_tot_ha": -4466.47415, "homo_lumo_gap_ev": [7.1, 7.1], "e_homo_ev": [-10.457, -10.724], "multiplicity": 3, "molar_mass_g_mol": 691.24, "symbols": ["V", "C", "Si", "C", "C", "C", "C", "C", "C", "N", "C", "S", "H", "H", "H", "H", "H", "H", "H", "H", "H", "H", "H", "H", "Cl", "C", "C", "C", "C", "O", "C", "C", "O", "C", "H", "H", "H", "H", "N", "C", "N", "C", "C", "S", "C", "C", "S", "C", "N", "N", "H", "H", "H", "H", "H", "H", "N", "C", "C", "C", "C", "N", "C", "C", "H", "H", "H", "H"], "xyz": [[0.589334, 0.048313, 0.710576], [0.457134, 2.492413, -5.511324], [0.386834, 3.086913, -3.704424], [1.263634, 4.755313, -3.408724], [-1.425166, 3.233313, -3.150224], [1.513334, 1.929013, -2.669824], [2.875634, 1.852513, -2.929524], [3.732634, 1.165413, -2.073324], [3.211734, 0.620313, -0.914624], [1.906534, 0.658413, -0.645824], [1.081234, 1.242013, -1.534424], [-0.565466, 0.927413, -1.119524], [-0.122766, 3.162713, -6.138024], [0.045134, 1.494113, -5.631524], [1.470334, 2.479213, -5.900024], [0.824734, 5.536313, -4.019424], [2.321834, 4.704013, -3.646924], [1.176034, 5.056813, -2.367724], [-1.910166, 4.006413, -3.738824], [-1.515366, 3.513413, -2.105624], [-1.984566, 2.314613, -3.292324], [3.272434, 2.322413, -3.816224], [4.786534, 1.082913, -2.293724], [3.846434, 0.126013, -0.187824], [-2.532566, 0.354613, 7.092076], [-1.877266, 0.012113, 5.533976], [-1.754266, -1.324887, 5.123976], [-1.235066, -1.616087, 3.889676], [-0.817766, -0.594487, 3.003176], [-0.413166, -0.849587, 1.814976], [-0.905866, 0.766013, 3.452276], [-0.462866, 1.822913, 2.606276], [0.120634, 1.673913, 1.510776], [-1.471466, 1.036813, 4.711876], [-2.081466, -2.114487, 5.782776], [-1.143266, -2.642887, 3.568376], [-0.670466, 2.851013, 2.941476], [-1.561666, 2.059513, 5.042476], [0.045634, -2.174487, -1.895224], [0.716734, -2.593687, -0.818724], [1.189934, -1.801787, 0.103976], [1.920334, -2.477787, 1.053576], [1.993634, -3.819687, 0.857276], [1.129734, -4.273787, -0.571324], [2.515234, -1.667987, 2.094976], [3.371834, -2.016087, 3.092176], [3.839834, -0.623987, 4.005076], [2.823734, 0.358813, 2.969576], [2.213534, -0.329487, 2.049676], [2.687834, 1.685113, 3.151276], [-0.325166, -1.222087, -1.862624], [-0.412366, -2.850487, -2.480424], [2.502334, -4.559887, 1.439676], [3.755834, -2.983687, 3.340776], [3.330234, 2.162513, 3.760676], [2.256734, 2.220813, 2.410176], [-6.428466, -4.652687, -1.746524], [-5.575366, -3.981987, -1.381424], [-4.500666, -3.160887, -0.953524], [-4.169366, -1.999887, -1.651624], [-3.072466, -1.271087, -1.226324], [-2.314266, -1.621287, -0.195924], [-2.654866, -2.706387, 0.483976], [-3.738966, -3.508587, 0.162676], [-4.742066, -1.690087, -2.509424], [-2.784666, -0.361887, -1.737924], [-2.017566, -2.937987, 1.327876], [-3.988366, -4.384387, 0.742776]], "forces_ev_per_angstrom": [[1.76, 0.16, -1.80], [0.01, 0.35, 0.66], [0.10, 0.21, -0.20], [-0.41, -0.57, -0.32], [0.62, -0.10, -0.12], [-0.23, 0.20, -0.05], [-0.27, -0.10, 0.13], [0.00, -0.08, 0.23], [0.47, 0.07, -0.20], [1.48, 1.04, -1.36], [0.01, -0.03, -0.20], [-1.04, 0.07, -0.60], [-0.12, 0.15, -0.13], [-0.08, -0.15, 0.11], [0.22, 0.01, -0.03], [-0.10, 0.21, -0.13], [0.17, -0.05, -0.08], [-0.07, -0.03, 0.16], [0.01, 0.20, -0.22], [0.05, 0.04, 0.14], [-0.02, -0.16, -0.06], [0.14, 0.10, -0.12], [0.03, -0.01, 0.07], [-0.03, -0.01, 0.01], [-0.07, 0.05, 0.11], [0.11, 0.28, -0.21], [0.09, 0.36, -0.17], [0.14, 0.06, -0.40], [-0.60, 0.92, 1.71], [-2.00, -2.47, 1.61], [-0.05, -0.86, -0.19], [-0.30, 0.20, 0.33], [-0.52, 2.11, 1.61], [-0.01, -0.15, 0.27], [0.00, -0.06, 0.07], [0.01, -0.08, -0.08], [0.12, -0.16, -0.10], [-0.04, 0.15, 0.08], [0.05, 0.00, -0.13], [0.15, -0.69, -0.41], [-0.02, -0.63, -0.38], [0.07, -1.37, -0.20], [-0.05, 0.46, 0.01], [0.00, 0.46, 0.10], [0.85, -0.48, 0.90], [-0.36, 0.25, -0.36], [-0.45, 0.22, -0.44], [0.63, -0.40, 0.64], [-0.24, 0.57, -0.32], [-0.06, 0.31, -0.06], [0.02, -0.11, -0.03], [-0.04, 0.02, -0.02], [0.13, -0.12, 0.16], [0.10, -0.22, 0.01], [-0.05, 0.03, -0.06], [0.12, -0.06, 0.10], [-0.30, -0.23, -0.10], [-0.29, -0.17, -0.10], [0.76, 0.55, 0.34], [0.00, -0.22, 0.08], [-0.26, -0.02, -0.09], [-0.11, 0.16, 0.02], [-0.05, -0.12, 0.13], [-0.07, 0.04, -0.23], [-0.09, 0.05, -0.10], [-0.04, 0.02, -0.12], [-0.01, -0.11, 0.07], [0.05, -0.04, 0.03]], "mulliken_charge": [-0.011, -1.102, 0.110, -1.141, -0.978, 0.248, -0.044, -1.527, 0.052, 0.362, 0.694, -0.975, 0.336, 0.346, 0.350, 0.359, 0.373, 0.321, 0.395, 0.337, 0.270, 0.430, 0.426, 0.494, -0.202, 0.148, -0.785, -0.506, 0.433, 0.447, 1.103, -0.580, -0.518, -1.071, 0.468, 0.492, 0.348, 0.443, -0.123, 0.406, 0.576, -0.543, -0.290, -0.206, -0.708, -0.229, -0.204, -0.007, 1.207, -0.331, -0.344, 0.276, 0.500, 0.491, 0.242, 0.170, -0.436, -0.103, 0.616, -0.906, -0.175, 0.154, -0.153, -1.012, 0.514, 0.366, 0.414, 0.497]}



No. 2
{"formula": "C6H15NO", "method": "the ωB97M-V functional and the def2-TZVPD basis", "charge": 0, "max_force_ha_per_bohr": 0.04741, "e_lumo_ev": 0.77, "e_above_lowest_ev": 1.0502, "e_tot_ha": -367.59270, "homo_lumo_gap_ev": 10.6, "e_homo_ev": -9.796, "multiplicity": 1, "molar_mass_g_mol": 117.19, "symbols": ["C", "C", "O", "N", "H", "H", "H", "H", "H", "C", "C", "C", "C", "H", "H", "H", "H", "H", "H", "H", "H", "H", "H"], "xyz": [[-1.857364, -0.899284, -1.663656], [-2.422977, -1.063150, -0.284781], [-3.524951, -0.649485, 0.024263], [-1.786469, -1.934133, 0.571791], [-2.622562, -0.868945, -2.442572], [-0.997178, -1.565261, -1.774635], [-1.870149, -2.024742, 1.569027], [-0.981352, -2.461445, 0.270979], [-1.510584, 0.139935, -1.797078], [0.807566, 0.806966, 0.366833], [1.402264, 2.125801, -0.081629], [1.303676, -0.310760, -0.555317], [1.316442, 0.547737, 1.861218], [-0.277584, 0.800731, 0.486307], [0.925043, 2.563911, -0.975319], [2.482200, 2.144264, -0.255749], [2.391519, -0.334232, -0.505035], [0.737740, -1.232731, -0.329995], [1.018694, -0.064190, -1.587934], [0.429057, 0.575557, 2.470721], [1.707807, -0.460234, 1.870916], [2.130431, 1.214296, 2.128791], [1.198734, 2.949394, 0.632852]], "forces_ev_per_angstrom": [[0.74, 1.15, 0.05], [-1.99, -1.23, 0.68], [0.37, 0.91, -0.05], [1.77, -0.55, -0.44], [-0.05, -1.03, 0.26], [-0.38, 0.08, -0.68], [-0.98, 0.58, -0.04], [0.00, 0.32, -0.35], [0.37, -0.27, 0.55], [1.56, -0.22, 1.50], [-1.13, 2.00, -0.26], [-1.35, 0.55, -0.36], [-0.39, -0.55, -1.99], [0.01, 0.31, -0.69], [0.19, -0.60, -0.14], [-0.09, -0.48, 0.11], [-0.06, -0.60, 0.10], [0.99, 0.08, 0.10], [0.23, -0.03, 0.08], [0.14, 0.32, 0.80], [0.13, -0.37, 0.36], [-0.25, 0.21, 0.30], [0.20, -0.58, 0.11]], "mulliken_charge": [-0.806, 0.657, -0.617, -0.371, 0.337, 0.282, 0.199, 0.229, 0.161, 1.149, -1.668, -1.341, -1.371, 0.059, 0.377, 0.357, 0.493, 0.120, 0.316, 0.336, 0.337, 0.342, 0.423]}



No. 3
{"formula": "C14H21N3O2PS", "method": "the ωB97M-V functional and the def2-TZVPD basis", "charge": 1, "max_force_ha_per_bohr": 0.03840, "e_lumo_ev": -5.08, "e_tot_ha": -1600.09041, "homo_lumo_gap_ev": 7.3, "e_homo_ev": -12.330, "multiplicity": 1, "molar_mass_g_mol": 326.38, "symbols": ["O", "C", "O", "C", "C", "C", "N", "C", "P", "S", "C", "H", "H", "H", "H", "H", "H", "H", "C", "C", "C", "C", "N", "H", "H", "H", "H", "H", "H", "H", "C", "C", "C", "C", "N", "H", "H", "H", "H", "H", "H", "H"], "xyz": [[1.106678, -1.536910, 1.053251], [0.457148, -1.031879, 0.185135], [-0.461126, -1.690869, -0.580763], [0.654149, 0.469199, -0.054519], [1.909518, 1.069468, -0.019515], [1.993892, 2.427007, -0.204927], [0.892359, 3.139978, -0.438074], [-0.319540, 2.608609, -0.471775], [-1.836376, 3.642936, -0.772191], [-1.436389, 5.443588, -0.180232], [-0.477192, 1.256906, -0.291561], [-1.345319, -1.438677, -0.275789], [2.808679, 0.481857, 0.156554], [2.957300, 2.930100, -0.171452], [0.993547, 4.147953, -0.595949], [-2.240586, 3.536546, -2.126828], [-2.831205, 3.023457, 0.027797], [-1.471528, 0.815798, -0.316383], [3.998714, -2.156913, 1.375989], [4.886650, -2.493027, 0.182180], [6.356075, -2.140511, 0.424548], [6.477589, -0.693484, 0.669643], [6.572761, 0.439425, 0.854666], [4.002127, -1.085576, 1.591315], [2.969179, -2.444231, 1.173769], [4.329912, -2.686506, 2.271111], [4.523798, -1.957521, -0.699727], [4.803668, -3.558979, -0.035706], [6.960728, -2.404494, -0.443393], [6.747397, -2.684382, 1.285184], [-4.681001, -0.969739, -1.434238], [-5.513578, -1.252241, -0.187395], [-6.155955, 0.008862, 0.402395], [-5.118861, 0.975121, 0.797014], [-4.303145, 1.727677, 1.106226], [-3.838550, -0.307058, -1.213118], [-4.269381, -1.896575, -1.835039], [-5.285384, -0.504217, -2.214437], [-4.880172, -1.727376, 0.565152], [-6.300599, -1.963859, -0.438491], [-6.749384, -0.245379, 1.280801], [-6.816736, 0.480839, -0.326155]], "forces_ev_per_angstrom": [[-0.61, 0.06, -0.71], [0.65, 0.27, 0.89], [0.28, 0.57, 0.44], [-0.77, -0.39, -0.53], [-0.06, -0.66, 0.22], [0.73, -0.26, 0.04], [0.54, 0.80, -0.07], [-1.72, -0.72, -0.65], [0.11, 1.64, 0.94], [0.19, -0.02, -0.28], [0.51, -0.42, 0.19], [-0.11, -0.21, -0.25], [-0.19, 0.15, 0.03], [-0.32, 0.14, -0.08], [-0.39, 0.05, 0.17], [0.28, -0.54, 0.24], [0.34, -0.42, -0.49], [0.16, 0.20, -0.04], [0.00, -0.17, -0.14], [-0.25, -0.04, 0.19], [-0.21, 0.26, -0.13], [0.40, 0.17, 0.06], [-0.25, -0.41, -0.12], [0.09, -0.02, 0.07], [0.26, -0.10, 0.11], [0.00, 0.06, 0.01], [0.10, -0.05, -0.06], [0.10, 0.02, -0.04], [0.08, 0.07, 0.04], [0.01, 0.06, 0.03], [-0.01, -0.11, 0.03], [0.21, -0.07, -0.20], [0.28, -0.11, 0.06], [-0.07, 0.28, 0.15], [-0.15, -0.40, -0.27], [-0.06, 0.08, 0.00], [-0.04, 0.02, -0.03], [0.06, 0.02, -0.01], [-0.12, 0.00, 0.07], [-0.05, 0.05, 0.08], [0.00, 0.11, 0.03], [0.02, 0.07, 0.03]], "mulliken_charge": [-0.452, 0.142, -0.427, 1.139, -0.412, -0.543, 0.024, -0.123, 0.249, -0.382, -0.035, 0.310, 0.436, 0.451, 0.281, 0.162, 0.148, -0.088, -0.985, -0.402, -0.456, 0.288, -0.454, 0.257, 0.240, 0.403, 0.257, 0.357, 0.300, 0.290, -0.842, -0.394, -0.460, 0.360, -0.524, 0.009, 0.333, 0.360, 0.274, 0.307, 0.313, 0.287]}



No. 4
{"formula": "C17H23N3O3", "method": "the ωB97M-V functional and the def2-TZVPD basis", "charge": 0, "max_force_ha_per_bohr": 0.10357, "e_lumo_ev": 0.67, "e_above_lowest_ev": 3.5806, "e_tot_ha": -1051.54408, "homo_lumo_gap_ev": 8.6, "e_homo_ev": -7.880, "multiplicity": 1, "molar_mass_g_mol": 317.39, "symbols": ["C", "C", "C", "C", "C", "C", "C", "C", "C", "C", "C", "C", "C", "C", "C", "C", "C", "H", "H", "H", "H", "H", "H", "H", "H", "H", "H", "H", "H", "H", "H", "H", "H", "H", "H", "H", "H", "H", "H", "H", "N", "N", "N", "O", "O", "O"], "xyz": [[-2.105205, -1.890962, -0.238533], [-1.284528, -1.940082, 1.032042], [-1.420085, -0.911243, -1.147773], [-0.071260, -1.348557, -1.545136], [0.574298, -2.509323, -1.065423], [0.861970, -0.808400, -2.381432], [2.024904, -1.547608, -2.293534], [0.914681, 0.385356, -3.094092], [3.134223, -1.275515, -3.112491], [1.961768, 0.644738, -3.862371], [3.083565, -0.199485, -3.974373], [0.157512, 0.198308, 1.514315], [1.540173, -0.340967, 2.029430], [-0.251104, 1.599462, 2.054092], [0.883668, 2.586194, 1.842167], [-1.579118, 2.103114, 1.503341], [-2.086774, 3.423493, 2.049452], [-3.711151, -1.692962, 1.075100], [-3.298272, -0.295666, 0.480150], [-2.128364, -2.929166, -0.665947], [-1.561734, 0.012014, -0.610738], [-2.077830, -0.837896, -2.072022], [0.253117, -3.191739, -0.316300], [2.476594, -3.195170, -1.070002], [0.126076, 1.091561, -3.071501], [4.070595, -1.824368, -3.047278], [1.906901, 1.598216, -4.367156], [4.035730, 0.065009, -4.446970], [-0.690464, -1.232264, 2.739230], [0.254658, 0.301894, 0.411576], [-0.453597, 1.475344, 3.106796], [1.337854, 2.538385, 0.836212], [1.648787, 2.598324, 2.593224], [0.524708, 3.619665, 1.934150], [-2.263314, 1.400671, 1.829209], [-1.560079, 2.045926, 0.418503], [-2.177719, 3.332838, 3.137955], [-1.417138, 4.293608, 1.802860], [-3.017840, 3.856890, 1.632263], [0.983613, -2.125942, 1.889400], [-3.376944, -1.302987, 0.240924], [1.802249, -2.544572, -1.414197], [-0.824390, -0.831898, 1.803214], [-1.319030, -3.031417, 1.630864], [2.358539, 0.265114, 2.614226], [1.759753, -1.627937, 1.596575]], "forces_ev_per_angstrom": [[0.76, 1.15, 0.95], [-0.30, -2.01, 2.25], [-2.28, -0.54, -2.42], [-0.40, -2.74, 1.95], [-4.65, 1.28, 2.27], [0.72, 1.92, -0.61], [1.89, 0.27, -1.56], [-1.29, -0.65, 0.45], [0.43, 0.05, -0.02], [1.65, 1.37, -1.83], [0.59, -0.17, 1.32], [0.09, 0.53, -0.65], [-1.23, -0.16, -1.53], [0.76, -0.15, 0.18], [-0.11, 1.46, -0.41], [0.67, 0.55, -0.94], [0.75, 1.88, -0.34], [-0.45, -1.24, 1.18], [0.34, -0.91, -0.64], [-0.55, 1.06, 0.60], [0.71, 0.84, -0.19], [0.64, 0.23, 0.89], [-0.46, -0.49, 0.25], [0.21, -0.25, -0.09], [-0.85, 0.46, 0.13], [-0.28, -0.22, 0.09], [0.43, 0.03, -0.38], [-0.76, 0.09, -0.32], [-0.26, 0.34, -0.35], [0.18, -0.22, 0.59], [0.30, -0.01, 0.74], [-0.11, -0.27, 0.39], [0.51, -0.72, 0.19], [-0.31, -0.21, -0.25], [-1.71, -1.74, 0.38], [-0.05, 0.34, -0.35], [-0.05, 0.29, -0.16], [-0.12, -0.93, 0.55], [0.06, -1.12, 0.17], [-0.06, -0.43, -0.49], [0.10, 1.06, -1.65], [3.55, -0.92, -1.45], [-0.64, -1.19, -0.13], [0.59, 1.25, -0.32], [0.95, 0.66, 0.71], [0.04, 0.18, 0.86]], "mulliken_charge": [0.868, -0.596, -0.188, 0.853, -1.274, 0.836, -0.360, -0.897, -0.622, -0.495, -0.708, 0.991, -0.035, 0.392, -1.534, -0.290, -1.451, 0.345, 0.255, 0.413, -0.441, 0.417, 0.661, 0.233, 0.494, 0.366, 0.371, 0.313, 0.477, -0.280, 0.395, 0.314, 0.362, 0.438, 0.213, 0.165, 0.316, 0.297, 0.403, 0.428, -0.809, 0.145, -0.087, -0.680, -0.496, -0.517]}



Question: Number 2 is which compound?
Answer: C6H15NO